Record 1
H2NO2P | ωB97M-V/def2-TZVPD

DFT total energy: -547.61800 hartree
Orbital gap: 0.3332 Ha
Energy relative to the best compared isomer or geometry (same formula, charge and spin): 5.321 eV
LUMO level: -0.295 eV

Each line ends with the Mulliken charge.
CARTESIAN COORDINATES (ANGSTROEM)
O (-2.438, 1.089, -0.439)  -0.44
N (-2.252, -0.026, -0.128)  0.72
O (-2.682, -0.957, 0.439)  -0.45
P (-0.183, -0.515, -0.688)  0.03
H (0.310, 0.338, 0.375)  0.07
H (0.148, -1.448, 0.284)  0.07

***

Record 2
C5H11NO | ωB97M-V/def2-TZVPD

DFT total energy: -327.10456 hartree
Orbital gap: 0.3696 Ha
Energy relative to the best compared isomer or geometry (same formula, charge and spin): 0.729 eV
LUMO level: 0.876 eV

Each line ends with the Mulliken charge.
CARTESIAN COORDINATES (ANGSTROEM)
C (-0.846, 1.559, -0.047)  -1.32
C (-0.086, 0.383, -0.694)  0.32
C (1.386, 0.651, -1.041)  -1.43
N (-0.247, -0.783, 0.195)  0.16
C (0.626, -0.988, 1.335)  -0.85
C (-1.306, -1.632, 0.010)  0.08
O (-1.895, -1.786, -1.042)  -0.56
H (-0.312, 1.952, 0.825)  0.28
H (-1.053, 2.400, -0.725)  0.38
H (-1.785, 1.187, 0.343)  0.38
H (-0.603, 0.121, -1.621)  0.32
H (1.844, -0.252, -1.462)  0.37
H (1.461, 1.438, -1.800)  0.41
H (1.987, 0.970, -0.179)  0.31
H (1.612, -1.316, 0.982)  0.28
H (0.743, -0.118, 1.999)  0.27
H (0.187, -1.811, 1.907)  0.32
H (-1.646, -2.091, 0.968)  0.27

***

Record 3
C22H18F2N4O3 | ωB97M-V/def2-TZVPD

DFT total energy: -1493.58050 hartree
Orbital gap: 0.3287 Ha
Energy relative to the best compared isomer or geometry (same formula, charge and spin): 0.000 eV
LUMO level: 0.487 eV

Each line ends with the Mulliken charge.
CARTESIAN COORDINATES (ANGSTROEM)
O (-0.226, -4.058, -0.133)  -0.68
C (0.310, -3.099, 0.383)  0.07
N (1.639, -2.942, 0.540)  -0.15
C (2.617, -3.752, -0.145)  -0.88
C (3.151, -3.030, -1.398)  -0.82
C (3.687, -1.685, -1.043)  0.19
C (5.023, -1.298, -0.823)  -0.52
N (5.101, -0.035, -0.466)  -1.05
N (3.848, 0.424, -0.432)  0.70
C (3.573, 1.745, -0.063)  0.49
C (4.596, 2.686, -0.117)  -0.46
C (4.344, 3.996, 0.241)  -0.52
C (3.076, 4.376, 0.651)  -0.42
C (2.062, 3.435, 0.715)  -0.67
C (2.303, 2.119, 0.366)  -0.13
C (2.963, -0.541, -0.779)  -0.62
C (-0.464, -1.957, 0.944)  0.78
C (-1.835, -1.923, 1.301)  -0.82
C (-2.030, -0.635, 1.713)  0.57
C (-3.233, 0.106, 2.202)  -0.69
O (-3.596, 1.161, 1.328)  -0.45
C (-3.889, 0.894, 0.028)  0.21
C (-4.381, -0.293, -0.516)  0.79
F (-4.617, -1.364, 0.278)  -0.36
C (-4.658, -0.430, -1.865)  -0.79
C (-4.468, 0.636, -2.721)  -0.34
C (-4.000, 1.840, -2.223)  -0.64
C (-3.716, 1.950, -0.879)  0.41
F (-3.249, 3.117, -0.401)  -0.29
O (-0.876, 0.045, 1.599)  -0.17
N (0.080, -0.775, 1.124)  -0.24
H (1.958, -2.051, 0.894)  0.39
H (3.440, -3.964, 0.543)  0.39
H (2.128, -4.685, -0.429)  0.41
H (2.332, -2.924, -2.113)  0.29
H (3.934, -3.640, -1.850)  0.41
H (5.911, -1.891, -0.918)  0.48
H (5.575, 2.367, -0.438)  0.45
H (5.140, 4.724, 0.197)  0.37
H (2.880, 5.402, 0.925)  0.38
H (1.075, 3.724, 1.044)  0.42
H (1.512, 1.390, 0.448)  0.28
H (1.910, -0.357, -0.845)  0.79
H (-2.536, -2.728, 1.251)  0.45
H (-2.996, 0.616, 3.140)  0.36
H (-4.056, -0.597, 2.366)  0.34
H (-5.029, -1.379, -2.216)  0.44
H (-4.687, 0.532, -3.771)  0.38
H (-3.842, 2.694, -2.862)  0.45

***

Record 4
C3H11O3 | ωB97M-V/def2-TZVPD

DFT total energy: -346.63339 hartree
Orbital gap: 0.3034 Ha
Energy relative to the best compared isomer or geometry (same formula, charge and spin): 0.519 eV
Net charge: -1
LUMO level: 4.235 eV

Each line ends with the Mulliken charge.
CARTESIAN COORDINATES (ANGSTROEM)
C (0.232, 0.657, -1.487)  -0.55
O (0.370, 1.134, -0.170)  -0.79
C (0.318, -0.854, -1.758)  -0.32
C (-0.290, -1.667, -0.572)  -0.88
H (0.981, 1.190, -2.103)  0.29
H (-0.718, 1.045, -1.858)  0.30
H (1.253, -1.311, -2.067)  0.32
H (-0.395, -1.062, -2.581)  0.20
H (0.288, -1.768, 0.337)  0.18
H (-0.622, -2.661, -0.902)  0.34
H (-1.171, -1.078, -0.316)  0.26
H (0.318, -0.418, 2.602)  0.31
H (1.053, 0.221, 1.446)  0.40
O (1.226, -0.213, 2.313)  -0.73
H (-0.642, 1.024, 0.600)  0.28
H (-2.040, 1.711, 0.957)  0.22
O (-1.596, 0.901, 1.284)  -0.83

***

Record 5
C22H22N6RuS | ωB97M-V/def2-TZVPD

DFT total energy: -1672.85930 hartree
⟨S²⟩: 8.76
Orbital gap (spin up / spin down): 0.2857 / 0.2535 Ha
Energy relative to the best compared isomer or geometry (same formula, charge and spin): 0.446 eV
Net charge: +1
2S+1: 6
LUMO level (spin up / spin down): -2.963 / -4.372 eV

Each line ends with the Mulliken charge.
CARTESIAN COORDINATES (ANGSTROEM)
Ru (0.162, -0.053, -0.390)  0.27
C (2.058, 1.174, 0.475)  -0.66
C (1.150, 2.265, 0.362)  -0.38
C (0.124, 2.075, 1.310)  -0.25
C (0.387, 0.880, 2.022)  -0.28
C (1.594, 0.330, 1.518)  -0.83
H (3.020, 1.100, -0.015)  0.48
H (1.273, 3.128, -0.274)  0.48
H (-0.686, 2.755, 1.510)  0.47
H (-0.156, 0.533, 2.887)  0.46
H (2.147, -0.488, 1.961)  0.56
N (-2.889, -3.224, 0.077)  0.00
C (-3.845, -2.244, 0.197)  0.56
C (-5.232, -2.277, 0.195)  -1.11
C (-5.886, -1.070, 0.321)  -0.45
C (-5.192, 0.134, 0.475)  -0.69
C (-3.814, 0.175, 0.493)  -0.52
C (-3.136, -1.030, 0.341)  0.55
N (-1.793, -1.304, 0.308)  0.18
C (-1.679, -2.613, 0.146)  0.26
C (-0.378, -3.227, 0.064)  -0.55
C (-0.011, -4.548, 0.031)  -0.26
S (1.694, -4.696, -0.016)  -0.10
C (1.817, -2.982, 0.020)  -0.29
N (0.685, -2.363, 0.052)  0.41
H (-3.063, -4.209, -0.029)  0.23
H (-5.771, -3.206, 0.111)  0.41
H (-6.965, -1.050, 0.303)  0.40
H (-5.756, 1.047, 0.589)  0.41
H (-3.265, 1.098, 0.606)  0.42
H (-0.628, -5.423, 0.034)  0.39
H (2.765, -2.479, 0.029)  0.44
N (-2.034, 1.321, -2.372)  -0.59
C (-1.297, 0.999, -1.549)  0.20
N (1.067, -0.578, -2.430)  -0.40
C (0.823, -0.352, -3.552)  0.64
N (0.567, -0.074, -4.779)  0.02
C (1.237, -0.727, -5.891)  -0.80
C (0.267, -1.660, -6.618)  -0.52
C (-0.987, -0.902, -7.047)  -0.71
C (-1.623, -0.217, -5.840)  -0.41
C (-0.610, 0.697, -5.158)  -0.73
H (2.100, -1.283, -5.524)  0.44
H (1.586, 0.052, -6.576)  0.33
H (-0.008, -2.481, -5.953)  0.29
H (0.771, -2.084, -7.487)  0.35
H (-1.700, -1.593, -7.497)  0.32
H (-0.731, -0.155, -7.803)  0.31
H (-1.966, -0.966, -5.123)  0.25
H (-2.485, 0.377, -6.141)  0.37
H (-1.046, 1.160, -4.271)  0.37
H (-0.285, 1.481, -5.848)  0.26

***

Record 6
C3H5NO3 | ωB97M-V/def2-TZVPD

DFT total energy: -397.74751 hartree
Orbital gap: 0.3756 Ha
Energy relative to the best compared isomer or geometry (same formula, charge and spin): 2.427 eV
LUMO level: 0.455 eV

Each line ends with the Mulliken charge.
CARTESIAN COORDINATES (ANGSTROEM)
O (3.002, 0.399, 0.674)  -0.50
C (1.938, -0.052, 0.960)  0.68
O (1.280, -1.050, 0.189)  -0.44
O (1.165, 0.338, 1.956)  -0.42
H (1.701, -0.944, -0.633)  0.30
H (0.310, -0.134, 1.963)  0.40
C (-1.517, 0.347, -1.826)  -0.76
C (-1.648, 0.171, -0.531)  0.49
N (-1.421, -0.252, 0.608)  -0.50
H (-0.724, 1.141, -2.051)  0.21
H (-2.101, -0.141, -2.560)  0.30
H (-1.984, 0.176, 1.253)  0.26